DFT (the ωB97M-V functional and the def2-TZVPD basis) results for a structure of composition C39H38AsCl2FeN2O7PS2Si at a distorted geometry.

XYZ file:
```
94
Properties=species:S:1:pos:R:3:lowdin_spin:R:1
Fe -0.183 1.092 1.083 3.73
C 3.180 0.446 0.060 0.00
C 2.462 1.587 -0.666 0.00
C 3.158 2.433 -1.498 0.00
C 2.379 3.372 -2.172 0.00
C 0.973 3.401 -2.016 0.00
C 0.385 2.574 -1.060 0.00
N 1.163 1.639 -0.474 0.03
N -0.901 2.483 -0.710 0.03
Si -2.161 3.609 -1.012 0.01
C -3.348 3.550 0.399 0.00
C -1.565 5.426 -1.135 0.00
C -3.003 3.292 -2.663 0.00
H 2.621 -0.478 -0.045 0.00
H 3.392 0.532 1.136 0.00
H 4.165 0.222 -0.341 0.00
H 4.200 2.273 -1.697 0.00
H 2.817 3.978 -2.954 0.00
H 0.376 4.142 -2.561 0.00
H -3.799 2.555 0.515 0.00
H -4.193 4.221 0.204 0.00
H -2.819 3.852 1.316 0.00
H -0.646 5.642 -0.600 0.00
H -2.387 6.099 -0.759 0.00
H -1.405 5.597 -2.199 0.00
H -3.383 2.240 -2.804 0.00
H -2.225 3.409 -3.428 0.00
H -3.831 3.983 -2.859 0.00
Cl -2.590 0.552 3.717 0.00
C -1.087 0.972 4.490 0.00
C -0.601 0.170 5.455 0.00
C 0.605 0.457 6.100 0.01
C 1.366 1.552 5.713 0.00
C 0.811 2.346 4.733 0.01
Cl 1.746 3.775 4.360 0.00
C -0.362 2.070 4.038 0.01
S -0.704 2.982 2.551 0.05
H -1.122 -0.656 5.848 0.00
H 1.015 -0.227 6.835 0.00
H 2.358 1.714 6.189 0.00
O 0.950 -2.572 0.433 0.00
As 0.920 -1.954 2.100 0.01
O -0.251 -3.079 2.496 0.00
O 0.746 -0.307 2.165 0.07
C 2.735 -2.352 2.606 0.00
C 3.587 -2.197 1.520 0.00
C 4.956 -2.259 1.628 0.00
C 5.604 -2.369 2.886 0.00
C 4.734 -2.652 3.967 0.00
C 3.348 -2.589 3.878 0.00
S 2.451 -3.050 5.345 0.00
O 2.339 -4.480 5.375 0.00
O 3.312 -2.549 6.388 0.00
O 1.145 -2.397 5.155 0.00
H 0.291 -3.261 0.620 0.00
H 3.164 -2.092 0.493 0.00
H 5.599 -1.973 0.766 0.00
H 6.670 -2.318 2.975 0.00
H 5.071 -2.745 5.050 0.00
O -1.308 -0.402 -0.053 0.02
P -1.386 -0.942 -1.441 0.01
C -1.404 -2.791 -1.456 0.00
C -1.037 -3.595 -2.542 0.00
C -1.197 -4.977 -2.437 0.00
C -1.638 -5.540 -1.250 0.00
C -1.846 -4.778 -0.140 0.00
C -1.802 -3.399 -0.222 0.00
C -0.096 -0.416 -2.567 0.00
C 1.130 -0.951 -2.394 0.00
C 2.249 -0.527 -3.141 0.00
C 2.073 0.460 -4.062 0.00
C 0.830 1.126 -4.163 0.00
C -0.258 0.649 -3.515 0.00
C -2.923 -0.513 -2.340 0.00
C -4.025 -0.157 -1.588 0.00
C -5.286 0.054 -2.157 0.00
C -5.456 -0.150 -3.538 0.00
C -4.330 -0.506 -4.265 0.00
C -3.065 -0.712 -3.658 0.00
H -0.623 -3.204 -3.479 0.00
H -0.831 -5.546 -3.287 0.00
H -1.735 -6.613 -1.091 0.00
H -2.135 -5.302 0.767 0.00
H -1.999 -2.778 0.662 0.00
H 1.305 -1.723 -1.620 0.00
H 3.186 -1.058 -3.102 0.00
H 2.936 0.829 -4.633 0.00
H 0.677 2.020 -4.766 0.00
H -1.242 1.121 -3.573 0.00
H -3.862 0.022 -0.591 0.00
H -6.185 0.363 -1.618 0.00
H -6.412 -0.020 -4.065 0.00
H -4.308 -0.648 -5.338 0.00
H -2.223 -1.075 -4.275 0.00
```

Calculated values
charge	-2
total energy	-7992.46258	Ha
spin multiplicity	5
expectation value of S²	6.0106
gap between HOMO and LUMO (spin up / spin down)	0.226 / 0.234	Ha

DFT (the ωB97M-V functional and the def2-TZVPD basis) results for a cluster of 6 separate species, C39H38F3IO22P in total.

XYZ file:
```
104
Properties=species:S:1:pos:R:3:lowdin_charge:R:1
O -0.933 0.695 0.488 -0.09
C -1.213 1.494 1.641 -0.22
C 0.092 2.169 2.088 -0.20
C 1.277 1.177 2.018 -0.26
P 2.813 1.873 1.400 1.06
C 2.962 3.657 1.577 -0.30
C 2.984 4.147 3.053 -0.32
C 1.863 5.143 3.414 -0.65
I 0.917 4.679 5.263 0.88
C 3.002 1.380 -0.320 -0.22
C 1.890 1.962 -1.206 -0.31
O 2.302 3.257 -1.591 0.01
C 1.685 1.072 -2.432 -0.62
F 2.838 0.679 -2.967 0.17
F 1.002 -0.021 -2.105 0.17
F 1.010 1.722 -3.371 0.18
H -1.740 0.646 -0.046 0.07
H -1.942 2.273 1.391 0.12
H -1.634 0.894 2.456 0.12
H -0.015 2.511 3.123 0.07
H 0.254 3.054 1.456 0.10
H 1.042 0.346 1.340 0.10
H 1.469 0.739 3.007 0.11
H 3.896 1.356 2.113 0.08
H 2.186 4.135 0.970 0.09
H 3.917 3.894 1.085 0.11
H 2.960 3.297 3.745 0.06
H 3.950 4.637 3.217 0.11
H 1.084 5.198 2.649 0.04
H 2.259 6.149 3.565 0.04
H 3.976 1.728 -0.682 0.13
H 2.979 0.282 -0.331 0.09
H 0.919 1.979 -0.684 0.14
H 1.568 3.719 -2.023 0.12
C 6.543 -4.179 -1.246 0.08
C 6.119 -3.142 -0.513 -0.23
C 5.115 -2.136 -1.033 -0.30
O 4.797 -1.238 -0.257 0.05
C 4.599 -2.282 -2.365 0.07
C 5.022 -3.320 -3.110 -0.21
C 6.026 -4.339 -2.590 -0.30
O 6.326 -5.233 -3.355 0.13
O 4.602 -3.561 -4.332 0.12
O 6.529 -2.897 0.726 0.11
H 7.259 -4.901 -0.880 0.14
H 3.885 -1.559 -2.729 0.12
H 5.041 -4.385 -4.657 0.10
H 6.061 -2.091 1.014 0.11
C -2.290 -0.638 5.357 0.07
C -3.449 -1.107 5.851 -0.22
C -4.384 -0.248 6.684 -0.30
O -5.408 -0.782 7.062 0.12
C -4.005 1.121 6.967 0.09
C -2.849 1.579 6.473 -0.24
C -1.927 0.727 5.632 -0.31
O -0.908 1.274 5.224 0.04
O -2.402 2.819 6.666 0.07
O -3.886 -2.336 5.664 0.13
H -1.620 -1.245 4.765 0.13
H -4.673 1.726 7.563 0.14
H -1.554 2.874 6.178 0.07
H -4.747 -2.399 6.128 0.13
C -3.158 -1.706 -2.036 0.07
C -3.631 -2.911 -2.396 -0.22
C -5.118 -3.209 -2.474 -0.30
O -5.419 -4.334 -2.821 0.12
C -6.057 -2.161 -2.138 0.08
C -5.581 -0.960 -1.780 -0.23
C -4.098 -0.665 -1.710 -0.31
O -3.787 0.470 -1.370 0.07
O -6.348 0.071 -1.455 0.12
O -2.870 -3.938 -2.716 0.13
H -2.100 -1.488 -1.985 0.13
H -7.114 -2.379 -2.190 0.14
H -5.746 0.814 -1.256 0.12
H -3.478 -4.673 -2.941 0.13
C -4.198 4.420 2.142 0.06
C -4.184 5.650 1.606 -0.23
C -4.001 6.899 2.448 -0.31
O -3.983 7.953 1.839 0.11
C -3.846 6.759 3.877 0.08
C -3.858 5.528 4.415 -0.23
C -4.043 4.280 3.573 -0.30
O -4.048 3.216 4.169 0.10
O -3.687 5.294 5.705 0.12
O -4.322 5.900 0.316 0.12
H -4.350 3.528 1.549 0.13
H -3.712 7.652 4.470 0.14
H -3.651 4.324 5.832 0.09
H -4.284 6.876 0.225 0.12
C 3.890 -6.879 -8.018 0.08
C 2.881 -7.146 -8.863 -0.23
C 1.442 -6.796 -8.543 -0.31
O 0.615 -7.075 -9.390 0.11
C 1.146 -6.162 -7.276 0.08
C 2.153 -5.895 -6.434 -0.22
C 3.595 -6.237 -6.763 -0.29
O 4.442 -5.956 -5.926 0.08
O 1.983 -5.312 -5.254 0.12
O 3.036 -7.728 -10.038 0.13
H 4.919 -7.127 -8.239 0.14
H 0.117 -5.921 -7.050 0.14
H 2.870 -5.204 -4.861 0.10
H 2.144 -7.793 -10.436 0.13
```

Calculated values
charge	+1
total energy	-4102.65124	Ha
spin multiplicity	1
gap between HOMO and LUMO	0.282	Ha

DFT (the ωB97M-V functional and the def2-TZVPD basis) results for a structure of composition C39H38N10OPbS4Se2Te2.

XYZ file:
```
97
Properties=species:S:1:pos:R:3:lowdin_charge:R:1
Pb -0.767 1.125 0.452 1.05
C 3.013 2.121 -5.794 -0.04
C 2.592 0.683 -5.653 -0.21
C 2.956 -0.273 -6.593 -0.05
C 2.580 -1.603 -6.461 -0.09
C 1.800 -1.986 -5.381 -0.08
C 1.403 -1.048 -4.438 -0.03
C 1.819 0.275 -4.560 -0.19
N 1.435 1.258 -3.615 0.16
C 1.166 1.063 -2.275 -0.37
N 1.895 0.078 -1.709 0.15
C 1.817 -0.636 -0.479 -0.20
C 0.861 -0.427 0.512 -0.27
C 0.896 -1.249 1.638 -0.16
C 1.858 -2.235 1.790 -0.08
C 2.812 -2.409 0.799 -0.05
C 2.812 -1.622 -0.341 -0.21
C 3.867 -1.836 -1.399 -0.04
N 0.335 1.828 -1.636 0.01
C -0.353 2.827 -2.375 -0.33
C -1.584 2.532 -2.956 -0.09
C -2.323 3.525 -3.586 -0.12
C -1.818 4.819 -3.648 -0.13
C -0.578 5.102 -3.089 -0.04
C 0.175 4.121 -2.450 -0.22
C 1.521 4.430 -1.852 -0.02
H 3.674 2.246 -6.649 0.08
H 3.535 2.467 -4.899 0.08
H 2.154 2.783 -5.943 0.08
H 3.557 0.033 -7.442 0.11
H 2.889 -2.331 -7.200 0.10
H 1.482 -3.016 -5.275 0.10
H 0.749 -1.326 -3.620 0.09
H 1.081 2.125 -3.988 0.13
H 2.564 -0.314 -2.349 0.10
H 0.164 -1.110 2.424 0.04
H 1.867 -2.857 2.677 0.09
H 3.577 -3.170 0.907 0.11
H 4.583 -2.585 -1.067 0.08
H 4.430 -0.921 -1.609 0.09
H 3.443 -2.190 -2.346 0.08
H -1.953 1.515 -2.887 0.11
H -3.286 3.290 -4.021 0.11
H -2.385 5.604 -4.133 0.10
H -0.187 6.112 -3.136 0.11
H 1.700 5.505 -1.842 0.08
H 2.324 3.958 -2.426 0.08
H 1.600 4.051 -0.833 0.04
Se -2.907 3.547 -0.247 -0.18
Te -4.120 5.735 -0.947 0.22
Te -5.325 5.530 1.504 0.19
Se -3.617 3.679 2.025 -0.19
S 0.844 3.214 1.811 0.58
C 0.968 2.406 3.286 -0.85
N 0.272 2.895 4.358 0.06
C 0.228 2.285 5.555 -0.07
C 0.937 1.144 5.744 -0.04
C 1.660 0.679 4.632 -0.10
N 1.693 1.278 3.463 0.10
H -0.321 3.691 4.160 0.14
H -0.398 2.738 6.311 0.14
H 0.920 0.617 6.686 0.11
H 2.233 -0.241 4.706 0.12
C -2.620 -2.323 -3.967 -0.01
N -3.099 -1.831 -2.680 -0.04
C -4.379 -2.017 -2.270 -0.05
C -4.814 -1.556 -1.084 0.00
C -3.858 -0.860 -0.271 -0.37
N -2.624 -0.634 -0.687 0.11
C -2.192 -1.115 -1.885 -0.50
O -1.062 -0.923 -2.318 0.02
N -4.197 -0.412 0.940 0.18
H -3.358 -3.011 -4.373 0.09
H -1.672 -2.835 -3.830 0.09
H -2.461 -1.499 -4.663 0.10
H -5.023 -2.559 -2.950 0.13
H -5.829 -1.717 -0.753 0.11
H -5.119 -0.580 1.297 0.11
H -3.501 -0.031 1.577 -0.03
S -2.356 -2.082 8.278 0.57
C -1.993 -1.561 6.746 -1.12
S -2.799 -0.209 6.012 0.96
C -1.884 -0.403 4.531 -1.10
N -1.065 -1.398 4.588 0.01
N -1.118 -2.034 5.826 -0.14
C -0.248 -3.164 5.951 -0.20
C 0.290 -3.533 7.176 -0.05
C 1.146 -4.625 7.242 -0.08
C 1.471 -5.345 6.103 -0.09
C 0.935 -4.961 4.881 -0.09
C 0.078 -3.876 4.799 -0.03
S -2.063 0.722 3.231 0.43
H 0.048 -2.977 8.068 0.05
H 1.561 -4.908 8.201 0.10
H 2.138 -6.196 6.165 0.10
H 1.184 -5.506 3.979 0.10
H -0.334 -3.569 3.849 0.10
```

Calculated values
total energy	-9256.38486	Ha
spin multiplicity	1
gap between HOMO and LUMO	0.209	Ha